C37H121F9N50O32Ti | ωB97M-V/def2-TZVPD

Output
Total charge   -1
E_LUMO (spin up / spin down)   0.04522 / 0.03987 Ha
Expectation value of S²   3.75
Spin multiplicity   4

Last column: Löwdin charge in e.
Element x y z (Å)
O -1.947 -2.685 1.005  0.23
H -2.893 -2.846 1.011  0.08
H -1.667 -2.409 1.881  0.06
H -1.829 -1.903 0.462  0.06
Ti -4.499 -0.647 -0.660  0.68
C -0.452 4.930 4.119  -0.30
O -0.433 6.316 3.485  -0.17
O 0.395 4.175 3.285  -0.25
C -0.137 5.249 5.705  -0.61
F -0.391 4.157 6.325  0.17
F 1.062 5.672 6.060  0.17
F -1.015 6.148 6.207  0.12
C -1.674 6.980 3.534  -0.33
C -1.556 8.337 2.992  -0.08
H -1.718 8.437 1.919  0.08
H -2.375 8.881 3.463  0.08
H -0.619 8.829 3.253  0.08
H -2.154 7.117 4.502  0.11
H -2.480 6.525 2.958  0.11
H -1.468 4.549 4.012  0.13
C -4.753 -4.195 -0.947  -0.35
O -5.121 -5.175 0.101  -0.16
O -4.397 -3.048 -0.268  -0.24
C -3.715 -4.881 -1.926  -0.59
F -2.629 -5.255 -1.252  0.11
F -4.018 -6.040 -2.394  0.18
F -3.296 -4.148 -2.963  0.15
C -6.085 -6.180 -0.241  -0.24
C -6.148 -7.002 1.047  -0.08
H -6.658 -7.944 0.844  0.07
H -5.245 -7.234 1.612  0.09
H -6.790 -6.476 1.753  0.06
H -5.749 -6.856 -1.027  0.10
H -7.063 -5.799 -0.535  0.12
H -5.659 -4.069 -1.540  0.14
C -0.634 -0.447 -0.966  -0.33
O -0.079 -1.052 0.230  -0.15
O -2.034 -0.485 -0.715  -0.25
C 0.211 0.900 -1.218  -0.59
F 0.215 1.679 -0.160  0.16
F 1.462 0.763 -1.631  0.16
F -0.464 1.546 -2.164  0.13
C 1.335 -1.430 0.200  -0.18
C 1.733 -2.138 1.547  -0.03
H 1.141 -3.042 1.690  0.08
H 2.797 -2.373 1.558  0.05
H 1.665 -1.342 2.289  0.06
H 1.999 -0.568 0.139  0.10
H 1.493 -2.130 -0.621  0.11
H -0.453 -1.140 -1.788  0.14
C 6.504 1.652 -3.127  -0.72
O 6.511 1.640 -4.384  -0.03
N 5.442 1.952 -2.328  0.17
N 7.567 1.292 -2.426  0.16
H 5.570 1.776 -1.342  0.08
H 4.559 2.152 -2.777  0.05
H 8.408 1.038 -2.925  0.12
H 7.515 1.373 -1.421  0.09
C 5.369 3.184 1.511  -0.82
O 4.918 2.149 1.968  0.01
N 4.849 3.884 0.577  0.19
N 6.505 3.607 1.880  0.19
H 5.337 4.718 0.285  0.11
H 3.997 3.728 0.057  0.11
H 6.956 4.484 1.660  0.13
H 7.019 2.987 2.490  0.13
C -3.356 7.036 -3.110  -0.85
O -4.045 7.798 -3.715  0.05
N -2.869 7.410 -1.981  0.17
N -3.055 5.809 -3.368  0.17
H -2.982 8.404 -1.838  0.12
H -2.145 6.776 -1.676  0.06
H -3.413 5.471 -4.250  0.12
H -2.292 5.415 -2.837  0.05
C 2.984 6.707 2.259  -0.77
O 3.770 7.414 1.795  0.05
N 3.086 5.381 2.578  0.20
N 1.826 7.226 2.592  0.19
H 3.955 4.921 2.347  0.07
H 2.307 4.917 3.023  0.06
H 1.601 8.180 2.352  0.12
H 1.165 6.536 2.921  0.05
C -2.672 -5.270 6.709  -0.84
O -3.584 -5.779 7.287  0.06
N -2.783 -4.812 5.531  0.19
N -1.496 -5.095 7.221  0.17
H -1.865 -5.016 5.163  0.08
H -3.632 -4.745 4.988  0.09
H -0.718 -4.827 6.635  0.08
H -1.302 -5.195 8.207  0.12
C -5.214 -2.068 -4.338  -0.74
O -4.125 -1.649 -3.937  -0.02
N -5.389 -3.172 -5.004  0.19
N -6.343 -1.479 -4.119  0.19
H -6.351 -3.370 -5.241  0.11
H -4.589 -3.766 -5.167  0.12
H -6.269 -0.493 -3.912  0.11
H -7.267 -1.744 -4.429  0.12
C -4.158 2.241 -2.909  -0.86
O -5.026 2.918 -3.382  0.06
N -3.318 2.553 -2.041  0.18
N -3.901 1.019 -3.122  0.18
H -2.552 1.953 -1.769  0.09
H -3.508 3.481 -1.690  0.12
H -4.394 0.335 -3.679  0.08
H -3.026 0.770 -2.683  0.08
C 5.350 -5.639 0.933  -0.77
O 6.382 -5.886 0.339  0.01
N 5.230 -6.126 2.136  0.17
N 4.431 -4.732 0.658  0.19
H 6.037 -6.616 2.493  0.13
H 4.544 -5.595 2.653  0.04
H 3.674 -4.549 1.301  0.08
H 4.450 -4.253 -0.231  0.09
C 4.230 -3.461 3.980  -0.77
O 3.550 -4.416 3.674  0.02
N 3.751 -2.300 4.213  0.19
N 5.544 -3.372 4.021  0.19
H 4.408 -1.553 4.387  0.12
H 2.756 -2.138 4.159  0.08
H 6.001 -2.490 4.202  0.12
H 5.896 -4.307 3.875  0.11
C 0.029 5.627 -6.168  -0.83
O 1.072 5.985 -6.600  0.07
N -0.269 5.597 -4.895  0.17
N -1.029 5.360 -6.851  0.16
H 0.504 5.537 -4.248  0.09
H -1.238 5.450 -4.649  0.07
H -1.916 5.238 -6.383  0.10
H -1.083 5.732 -7.788  0.12
C -5.094 -3.715 3.460  -0.73
O -5.429 -3.299 4.591  0.00
N -5.968 -4.015 2.588  0.18
N -3.930 -4.146 3.002  0.18
H -5.631 -4.500 1.768  0.06
H -6.944 -3.812 2.748  0.12
H -3.059 -4.184 3.512  0.06
H -3.848 -4.314 2.010  0.09
C 0.821 -4.674 -1.717  -0.88
O 1.042 -5.489 -0.911  0.06
N 1.611 -4.404 -2.599  0.20
N -0.354 -4.198 -2.007  0.21
H 2.455 -4.951 -2.695  0.13
H 1.148 -3.961 -3.379  0.07
H -0.396 -3.377 -2.593  0.09
H -1.172 -4.489 -1.489  0.08
C 1.878 -7.584 1.882  -0.74
O 2.344 -8.024 2.923  -0.01
N 1.707 -8.315 0.783  0.16
N 1.362 -6.358 1.776  0.17
H 1.392 -7.852 -0.057  0.09
H 1.885 -9.309 0.811  0.11
H 1.236 -5.766 2.585  0.06
H 1.053 -6.009 0.880  0.05
C 1.257 -1.771 -4.962  -0.75
O 0.632 -2.613 -4.347  0.02
N 1.939 -0.845 -4.349  0.21
N 1.386 -1.596 -6.225  0.18
H 2.548 -0.270 -4.914  0.11
H 1.957 -0.855 -3.339  0.11
H 1.885 -0.805 -6.606  0.13
H 1.053 -2.311 -6.856  0.12
C 3.864 6.031 -1.564  -0.77
O 3.007 5.310 -1.053  -0.01
N 4.517 6.807 -0.844  0.20
N 4.272 5.960 -2.805  0.21
H 4.143 7.124 0.038  0.07
H 5.498 6.938 -1.046  0.13
H 4.028 5.110 -3.292  0.08
H 5.150 6.367 -3.092  0.12
C -1.243 0.223 3.179  -0.74
O -1.671 -0.896 2.884  0.03
N -1.108 0.690 4.402  0.21
N -0.863 1.029 2.269  0.20
H -0.501 1.497 4.430  0.08
H -1.281 0.099 5.202  0.13
H -0.964 0.792 1.292  0.08
H -0.331 1.880 2.376  0.09
C 5.250 -2.495 -2.718  -0.94
O 4.208 -2.295 -2.203  0.05
N 5.683 -3.615 -3.004  0.21
N 5.922 -1.523 -3.128  0.22
H 5.050 -4.391 -2.874  0.13
H 6.435 -3.773 -3.660  0.13
H 5.765 -0.582 -2.797  0.10
H 6.620 -1.749 -3.823  0.13
C 2.183 3.118 -3.826  -0.68
O 3.417 3.129 -3.755  0.00
N 1.447 2.424 -4.643  0.19
N 1.377 3.964 -3.190  0.16
H 0.446 2.380 -4.518  0.12
H 1.841 1.833 -5.362  0.11
H 0.399 3.716 -3.137  0.09
H 1.843 4.559 -2.520  0.07
C 2.826 1.635 5.007  -0.77
O 3.733 1.226 5.713  0.02
N 1.778 2.184 5.524  0.16
N 2.684 1.581 3.688  0.18
H 1.925 2.502 6.471  0.13
H 1.285 2.725 4.829  0.05
H 1.731 1.619 3.355  0.07
H 3.407 1.310 3.037  0.07
C -7.625 -0.481 -0.322  -0.78
O -6.828 -0.006 -1.095  0.01
N -8.916 -0.533 -0.537  0.16
N -7.394 -1.305 0.655  0.17
H -9.292 -0.035 -1.331  0.12
H -9.505 -1.124 0.032  0.11
H -7.991 -1.915 1.194  0.12
H -6.418 -1.427 0.887  0.06
C -5.007 0.813 1.588  -0.79
O -4.930 -0.373 1.572  -0.01
N -3.974 1.596 1.222  0.19
N -6.078 1.491 1.733  0.21
H -4.062 2.598 1.129  0.11
H -3.088 1.153 1.419  0.08
H -6.260 2.467 1.919  0.13
H -6.828 0.816 1.758  0.11
C -2.562 -0.758 -6.930  -0.78
O -3.539 0.021 -7.027  0.00
N -1.667 -0.795 -7.830  0.14
N -2.095 -1.358 -5.889  0.19
H -1.907 -0.631 -8.797  0.12
H -0.756 -1.198 -7.663  0.08
H -1.309 -1.967 -6.068  0.09
H -2.751 -1.401 -5.123  0.07
C -0.639 4.857 -0.440  -0.83
O -0.919 5.193 -1.575  0.00
N 0.469 4.421 -0.034  0.22
N -1.410 5.010 0.505  0.23
H 0.573 4.118 0.924  0.10
H 1.319 4.431 -0.580  0.08
H -2.311 5.451 0.390  0.13
H -1.047 4.773 1.417  0.10
C -0.027 -3.637 4.107  -0.77
O -1.038 -3.582 3.456  0.04
N 0.576 -2.622 4.634  0.20
N 0.573 -4.710 4.531  0.18
H 0.257 -1.687 4.424  0.11
H 1.310 -2.804 5.303  0.11
H 0.252 -5.626 4.251  0.13
H 1.326 -4.584 5.193  0.12
C 6.529 -1.293 0.488  -0.88
O 7.567 -0.627 0.435  -0.01
N 6.615 -2.507 0.456  0.21
N 5.342 -0.830 0.461  0.22
H 5.885 -3.162 0.212  0.08
H 7.595 -2.751 0.452  0.14
H 4.555 -1.430 0.262  0.09
H 5.291 0.166 0.622  0.09